(1)
C3H4FIO | the ωB97M-V functional and the def2-TZVPD basis

As for the net charge: 0. The calculation puts the electronic energy at -589.49219 hartree. For the largest force on an atom, the calculation gives 0.44 eV/A. The relative energy (zero: lowest compared OMol25 entry of this formula, charge and spin) is 0.0 kJ/mol.

Last column: Löwdin charge in e.
Cartesian coordinates (Å):
F1 -1.211 -1.331 1.619  -0.012
H1 0.998 -0.229 0.735  0.096
I1 -2.960 0.293 -0.059  0.866
H2 -0.741 -1.192 -1.669  0.122
H3 -0.119 1.019 1.302  0.084
H4 0.181 0.829 -0.435  0.080
O1 -1.093 -2.876 -0.603  0.091
C1 -0.946 -1.697 -0.705  -0.355
C2 0.072 0.300 0.508  -0.098
C3 -1.055 -0.706 0.431  -0.875



(2)
C3H4FN | the ωB97M-V functional and the def2-TZVPD basis

As for the net charge: 0. The calculation puts the electronic energy at -271.24176 hartree. For the largest force on an atom, the calculation gives 4.68 eV/A. The relative energy (zero: lowest compared OMol25 entry of this formula, charge and spin) is 161.3 kJ/mol.

Last column: Löwdin charge in e.
Cartesian coordinates (Å):
H1 2.635 -0.011 0.578  0.034
H2 -1.689 0.739 1.219  0.072
H3 2.100 0.640 -0.853  0.074
F1 -2.848 0.108 -0.145  -0.035
N1 0.718 -0.468 0.311  -0.014
H4 -0.593 -0.930 -1.204  0.131
C1 1.809 0.040 -0.010  -0.030
C2 -0.555 -0.374 -0.249  -0.127
C3 -1.576 0.256 0.352  -0.104



(3)
C3H4FN | the ωB97M-V functional and the def2-TZVPD basis

As for the net charge: 0. The calculation puts the electronic energy at -271.15804 hartree. For the largest force on an atom, the calculation gives 4.58 eV/A. The relative energy (zero: lowest compared OMol25 entry of this formula, charge and spin) is 381.1 kJ/mol.

Last column: Löwdin charge in e.
Cartesian coordinates (Å):
F1 -1.199 2.574 0.182  -0.146
C1 0.141 -0.759 -0.086  -0.126
H1 0.913 0.868 0.567  0.071
H2 0.912 -2.600 -1.007  -0.013
C2 0.529 -1.818 -0.524  0.147
H3 -0.429 1.734 -1.328  0.118
C3 -0.041 0.531 0.516  -0.195
H4 -0.527 0.722 1.537  0.156
N1 -0.872 1.344 -0.483  -0.012



(4)
C3H4FN3O | the ωB97M-V functional and the def2-TZVPD basis

As for the net charge: 0. The calculation puts the electronic energy at -456.02116 hartree. For the largest force on an atom, the calculation gives 2.62 eV/A. The relative energy (zero: lowest compared OMol25 entry of this formula, charge and spin) is 189.3 kJ/mol.

Last column: Löwdin charge in e.
Cartesian coordinates (Å):
N1 1.074 1.222 -0.625  -0.006
N2 -0.750 -0.203 0.066  0.175
F1 -1.834 -2.062 0.917  0.137
H1 -0.147 2.713 -0.598  0.090
H2 0.360 2.311 -2.122  0.082
H3 1.001 -2.475 1.710  0.139
C1 -0.719 -1.416 0.726  -0.342
N3 0.014 1.913 -1.235  -0.055
C2 0.564 0.221 -0.022  -0.381
H4 -1.439 0.163 -0.614  0.165
O1 1.347 -0.711 0.667  0.052
C3 0.530 -1.675 1.131  -0.057



(5)
C3H4FNO | the ωB97M-V functional and the def2-TZVPD basis

As for the net charge: 0. The calculation puts the electronic energy at -346.34529 hartree. For the largest force on an atom, the calculation gives 3.29 eV/A. The relative energy (zero: lowest compared OMol25 entry of this formula, charge and spin) is 586.7 kJ/mol.

Last column: Löwdin charge in e.
Cartesian coordinates (Å):
C1 -1.296 1.558 0.199  -0.096
H1 1.008 -1.970 1.340  -0.060
F1 -2.736 -1.161 -0.267  0.132
O1 -2.136 0.709 0.961  0.011
H2 -0.532 0.591 -1.763  0.106
C2 -1.825 -0.240 -0.043  -0.336
H3 -0.383 -2.372 0.398  0.005
C3 -1.006 0.677 -0.792  -0.005
N1 0.621 -1.960 0.428  0.081
H4 -1.110 2.698 0.437  0.163



(6)
C3H4FNS | the ωB97M-V functional and the def2-TZVPD basis

As for the net charge: 0. The calculation puts the electronic energy at -669.40253 hartree. For the largest force on an atom, the calculation gives 4.44 eV/A. The relative energy (zero: lowest compared OMol25 entry of this formula, charge and spin) is 253.6 kJ/mol.

Last column: Löwdin charge in e.
Cartesian coordinates (Å):
S1 1.550 0.607 -0.457  0.891
C1 -0.328 -1.003 -0.081  -0.284
N1 -0.976 0.112 0.259  -0.125
H1 1.506 -1.885 -0.787  0.099
C2 0.007 1.152 0.487  -0.359
H2 0.345 1.161 1.611  0.131
H3 -0.797 -1.977 0.141  0.123
F1 -1.885 0.688 -0.813  -0.115
C3 0.915 -0.963 -0.572  -0.426
H4 -0.337 2.107 0.211  0.065



(7)
C3H4FO2Sm | the ωB97M-V functional and the def2-TZVPD basis

As for the net charge: +1. The calculation puts the electronic energy at -1024.67719 hartree. For the largest force on an atom, the calculation gives 1.57 eV/A. The spin multiplicity is 7.

Last column: Mulliken spin population.
Cartesian coordinates (Å):
H1 -0.378 -0.215 -1.907  -0.001
O1 -0.538 1.029 -0.254  0.000
Sm1 -0.991 2.503 2.510  6.055
O2 0.337 -0.460 1.138  -0.001
C1 -0.722 0.393 0.974  -0.048
H2 1.062 0.795 -1.517  0.000
F1 -1.912 -0.404 0.842  -0.001
C2 0.253 0.183 -1.103  -0.001
H3 1.842 -1.016 -0.147  0.000
H4 0.295 -1.890 -0.378  0.000
C3 0.751 -0.916 -0.158  -0.002



(8)
C3H4FO3Tm | the ωB97M-V functional and the def2-TZVPD basis

As for the net charge: +1. The calculation puts the electronic energy at -1527.07824 hartree. For the largest force on an atom, the calculation gives 1.83 eV/A. The spin multiplicity is 4. The relative energy (zero: lowest compared OMol25 entry of this formula, charge and spin) is 175.7 kJ/mol.

Last column: Mulliken spin population.
Cartesian coordinates (Å):
H1 0.587 -1.379 -0.983  0.001
H2 1.271 0.888 -1.383  -0.001
H3 -1.181 -0.773 -1.113  0.001
C1 0.106 0.308 1.372  -0.011
O1 -0.040 0.556 2.567  -0.095
C2 -0.171 -0.637 -0.719  0.000
F1 -0.111 -1.012 -3.628  1.001
H4 -0.420 1.490 -1.239  0.000
Tm1 -0.624 -0.663 4.616  2.124
O2 -0.333 -0.775 0.803  -0.004
C3 0.330 0.805 -0.834  0.001
O3 0.587 1.192 0.540  -0.016



(9)
C3H4FeO2 | the ωB97M-V functional and the def2-TZVPD basis

As for the net charge: +2. The calculation puts the electronic energy at -1529.87961 hartree. For the largest force on an atom, the calculation gives 4.26 eV/A. The spin multiplicity is 7.

Last column: Mulliken spin population.
Cartesian coordinates (Å):
Fe1 -0.340 -0.733 2.088  4.336
O1 1.832 0.930 1.764  0.563
C1 -0.995 -0.118 0.013  0.549
H1 0.343 -1.260 -1.295  0.017
H2 -1.515 0.850 0.050  0.035
H3 -1.795 -0.829 -0.239  0.056
C2 1.045 0.694 0.868  0.334
H4 -0.015 0.396 -1.893  0.048
O2 1.323 0.298 -0.355  0.115
C3 0.117 -0.228 -1.000  -0.053



(10)
C3H4HgO2 | the ωB97M-V functional and the def2-TZVPD basis

As for the net charge: 0. The calculation puts the electronic energy at -420.47253 hartree. For the largest force on an atom, the calculation gives 5.01 eV/A. The spin multiplicity is 3. The relative energy (zero: lowest compared OMol25 entry of this formula, charge and spin) is 0.0 kJ/mol.

Last column: Mulliken spin population.
Cartesian coordinates (Å):
O1 -0.592 0.839 0.224  0.058
H1 1.318 1.472 0.348  0.060
H2 0.918 0.663 -1.201  0.004
C1 1.324 -0.668 0.418  0.856
C2 0.800 0.615 -0.110  0.052
O2 -1.131 -0.898 -1.055  0.184
H3 1.214 -0.901 1.479  0.025
Hg1 -4.108 0.294 0.430  0.245
H4 1.800 -1.398 -0.238  0.022
C3 -1.543 -0.018 -0.295  0.494



(11)
C3H4I2 | the ωB97M-V functional and the def2-TZVPD basis

As for the net charge: 0. The calculation puts the electronic energy at -711.94047 hartree. For the largest force on an atom, the calculation gives 4.50 eV/A. The relative energy (zero: lowest compared OMol25 entry of this formula, charge and spin) is 297.5 kJ/mol.

Last column: Löwdin charge in e.
Cartesian coordinates (Å):
C1 -0.555 0.854 0.076  -0.162
I1 2.097 0.667 -1.888  0.767
H1 -0.150 -0.983 1.204  0.101
C2 0.458 -0.073 0.897  -0.199
C3 0.552 0.118 -0.524  -0.784
H2 -0.751 1.869 0.082  0.068
I2 -1.358 -2.712 -1.686  -0.001
H3 -1.483 0.165 0.129  0.103
H4 1.190 0.094 1.711  0.108



(12)
C3H4I2 | the ωB97M-V functional and the def2-TZVPD basis

As for the net charge: 0. The calculation puts the electronic energy at -712.04952 hartree. For the largest force on an atom, the calculation gives 2.22 eV/A. The relative energy (zero: lowest compared OMol25 entry of this formula, charge and spin) is 11.2 kJ/mol.

Last column: Löwdin charge in e.
Cartesian coordinates (Å):
H1 -0.042 -1.465 -0.607  0.115
I1 -0.889 1.547 2.038  0.755
C1 -0.158 -0.438 -0.127  -0.414
C2 0.832 0.456 -0.799  -0.144
H2 0.569 1.567 -0.875  0.092
H3 1.109 0.003 -1.712  0.045
C3 -0.902 -0.267 0.946  -1.310
I2 -2.339 -1.679 1.474  0.770
H4 1.821 0.276 -0.338  0.090



(13)
C3H4I2O | the ωB97M-V functional and the def2-TZVPD basis

As for the net charge: 0. The calculation puts the electronic energy at -787.14667 hartree. For the largest force on an atom, the calculation gives 3.12 eV/A. The relative energy (zero: lowest compared OMol25 entry of this formula, charge and spin) is 462.9 kJ/mol.

Last column: Löwdin charge in e.
Cartesian coordinates (Å):
H1 -0.481 -0.336 1.107  0.077
C1 -2.585 0.461 0.296  -0.015
O1 0.345 0.195 0.944  -0.106
H2 3.236 0.063 -0.442  -0.371
H3 -3.027 0.681 1.267  0.044
C2 1.393 -0.364 0.535  -0.574
I1 1.058 -2.295 -0.456  0.588
H4 -2.090 0.185 -1.865  0.014
I2 4.616 1.033 -0.472  0.308
C3 -2.465 0.376 -0.915  0.035



(14)
C3H4IN2O | the ωB97M-V functional and the def2-TZVPD basis

As for the net charge: +1. The calculation puts the electronic energy at -598.65566 hartree. For the largest force on an atom, the calculation gives 2.89 eV/A. The relative energy (zero: lowest compared OMol25 entry of this formula, charge and spin) is 549.0 kJ/mol.

Last column: Löwdin charge in e.
Cartesian coordinates (Å):
H1 2.197 -0.798 -0.085  0.136
C1 1.164 -0.482 -0.075  -0.045
O1 -1.127 -1.228 0.145  -0.197
C2 -0.143 1.501 -0.105  0.202
N1 0.968 0.900 -0.009  0.029
N2 -1.694 -0.203 -0.525  -0.501
H2 0.455 -2.457 0.166  0.150
C3 0.196 -1.411 0.048  -0.073
H3 1.841 1.420 0.171  0.192
H4 -0.349 2.526 0.149  0.106
I1 -3.507 0.231 0.120  1.000



(15)
C3H4IN3O4 | the ωB97M-V functional and the def2-TZVPD basis

As for the net charge: 0. The calculation puts the electronic energy at -879.34674 hartree. For the largest force on an atom, the calculation gives 1.85 eV/A.

Last column: Löwdin charge in e.
Cartesian coordinates (Å):
H1 0.682 -0.697 -1.941  0.164
C1 -0.946 -0.582 -0.822  -0.082
H2 1.327 1.164 1.884  0.165
O1 1.088 -0.124 0.267  -0.178
C2 1.969 2.093 0.112  0.078
N1 -0.334 -0.889 -1.917  -0.160
H3 -0.716 -0.191 1.134  0.142
O2 3.019 0.328 1.307  -0.630
N2 -0.320 0.088 0.235  0.020
O3 2.120 3.534 -1.709  0.073
H4 -2.003 -0.758 -0.718  0.145
N3 2.039 2.728 -0.860  -0.113
C3 1.825 0.889 0.936  -0.538
I1 4.011 -0.614 -0.131  1.040
O4 -0.835 -1.406 -2.948  -0.125



(16)
C3H4INO | the ωB97M-V functional and the def2-TZVPD basis

As for the net charge: 0. The calculation puts the electronic energy at -544.26060 hartree. For the largest force on an atom, the calculation gives 4.83 eV/A. The relative energy (zero: lowest compared OMol25 entry of this formula, charge and spin) is 321.1 kJ/mol.

Last column: Löwdin charge in e.
Cartesian coordinates (Å):
C1 -0.411 0.987 0.193  -0.285
C2 -1.140 -1.251 -0.627  0.080
I1 2.747 -0.118 -0.492  0.613
H1 -1.434 -0.903 -1.594  0.062
H2 -0.346 -0.938 1.332  0.147
H3 -1.136 -2.268 -0.211  0.070
C3 -0.656 -0.381 0.367  -0.188
N1 1.575 0.911 0.773  -0.610
H4 1.538 1.875 0.326  -0.057
O1 -0.739 2.087 -0.067  0.167



(17)
C3H4INO | the ωB97M-V functional and the def2-TZVPD basis

As for the net charge: 0. The calculation puts the electronic energy at -544.26003 hartree. For the largest force on an atom, the calculation gives 2.37 eV/A. The relative energy (zero: lowest compared OMol25 entry of this formula, charge and spin) is 322.6 kJ/mol.

Last column: Löwdin charge in e.
Cartesian coordinates (Å):
O1 1.254 -1.203 0.370  -0.031
N1 -0.329 1.192 -0.286  -0.203
C1 0.328 -1.892 0.070  -0.298
C2 0.690 1.770 0.246  0.016
H1 1.736 1.523 0.046  0.086
H2 -0.061 -2.134 -0.954  0.056
H3 -0.431 -2.070 0.881  0.008
C3 -1.261 0.855 -1.034  -0.486
H4 0.608 2.654 0.888  0.086
I1 -2.533 -0.694 -0.227  0.767



(18)
C3H4INOS2 | the ωB97M-V functional and the def2-TZVPD basis

As for the net charge: 0. The calculation puts the electronic energy at -1340.67521 hartree. For the largest force on an atom, the calculation gives 2.73 eV/A. The relative energy (zero: lowest compared OMol25 entry of this formula, charge and spin) is 140.8 kJ/mol.

Last column: Löwdin charge in e.
Cartesian coordinates (Å):
C1 -0.628 0.601 -1.131  -1.138
O1 -0.540 -1.842 1.469  0.073
H1 1.601 -0.138 -2.010  -0.085
I1 2.549 -0.478 1.953  0.933
H2 0.492 0.965 2.368  0.031
C2 -0.362 -0.758 1.000  -0.636
S1 0.253 -0.274 -2.508  0.633
H3 -1.502 0.929 -1.589  0.018
C3 0.675 0.232 1.538  -0.585
N1 -1.077 -0.285 -0.078  -0.023
H4 -1.669 -0.984 -0.496  0.131
S2 0.207 2.033 -0.516  0.648



(19)
C3H4KLiO4 | the ωB97M-V functional and the def2-TZVPD basis

As for the net charge: +1. The calculation puts the electronic energy at -1024.84732 hartree. For the largest force on an atom, the calculation gives 11.48 eV/A. The spin multiplicity is 2. The relative energy (zero: lowest compared OMol25 entry of this formula, charge and spin) is 253.7 kJ/mol.

Last column: Mulliken spin population.
Cartesian coordinates (Å):
O1 -0.084 0.370 0.299  -0.003
Li1 -1.491 -1.174 2.778  -0.013
H1 1.767 -0.788 -1.976  0.000
C1 -0.464 -0.918 0.108  0.001
H2 0.206 -0.145 -2.613  0.000
K1 -1.086 2.007 2.375  0.133
O2 -1.924 0.625 2.895  0.883
O3 0.061 -1.400 -0.989  0.000
C2 0.850 0.778 -0.725  0.000
H3 0.534 1.724 -1.173  0.001
O4 -0.970 -1.600 0.966  -0.001
C3 0.783 -0.390 -1.714  0.000
H4 1.818 0.909 -0.231  0.000



(20)
C3H4MgO4Sc | the ωB97M-V functional and the def2-TZVPD basis

As for the net charge: +2. The calculation puts the electronic energy at -1377.72301 hartree. For the largest force on an atom, the calculation gives 6.84 eV/A. The spin multiplicity is 2. The relative energy (zero: lowest compared OMol25 entry of this formula, charge and spin) is 116.4 kJ/mol.

Last column: Mulliken spin population.
Cartesian coordinates (Å):
H1 0.905 0.181 -0.340  0.015
C1 -2.569 -0.470 1.009  0.000
H2 -2.752 -1.174 1.834  0.000
C2 -0.588 0.481 -0.013  -0.011
C3 2.515 -0.140 -0.776  -0.052
O1 -1.153 -0.594 0.697  0.003
Mg1 -2.557 1.613 1.381  0.000
O2 3.308 0.815 -0.961  -0.015
O3 2.893 -1.326 -0.937  -0.015
Sc1 4.804 -0.597 -1.395  1.058
H3 -3.149 -0.843 0.141  0.000
O4 -0.883 1.713 0.460  0.011
H4 -0.774 0.339 -1.099  0.005



no.,M (g mol⁻¹)
1,202.0
2,73.1
3,73.1
4,117.1
5,89.1
6,105.1
7,241.4
8,276.0
9,127.9
10,272.7
11,293.9
12,293.9
13,309.9
14,211.0
15,273.0
16,197.0
17,197.0
18,261.1
19,150.1
20,173.3